An isolated molecule of C28H33FN4O5 at a distorted geometry, computed with ωB97M-V with the def2-TZVPD basis set.

Geometry as ORCA input:
```
! wB97M-V def2-TZVPD RIJCOSX def2/J DEFGRID3
* xyz 0 1
C 4.8410 -1.5950 -1.3818
H 5.6226 -1.0863 -0.8238
C 3.5732 -0.7539 -1.4690
H 2.8353 -1.3190 -2.0433
H 3.7991 0.1717 -2.0053
C 2.9472 -0.3819 -0.1156
N 1.7665 0.4323 -0.4404
C 0.9427 1.0013 0.4491
O 1.0682 0.9505 1.6572
C -0.2587 1.7038 -0.2307
N -1.3756 0.7420 -0.1979
C -1.4478 -0.1845 -1.1682
O -0.6284 -0.2216 -2.0808
C -2.6243 -1.1395 -1.0692
C -2.7569 -2.0582 -2.2901
C -1.8501 -3.2774 -2.1915
O -2.2674 -4.3936 -1.9814
N -0.5345 -2.9668 -2.3556
C 0.5153 -3.8485 -2.2849
N 1.7517 -3.4062 -2.3412
O 2.5641 -4.4922 -2.2518
C 1.8147 -5.6030 -2.1391
C 0.4941 -5.2634 -2.1526
H -0.3694 -5.8869 -2.0809
C 2.5046 -6.9104 -2.0272
H 3.1221 -6.9333 -1.1305
H 1.7710 -7.7089 -1.9803
H 3.1555 -7.0643 -2.8862
H -0.2899 -1.9828 -2.4787
H -3.7823 -2.4220 -2.3579
H -2.5144 -1.4980 -3.1949
H -2.5192 -1.7366 -0.1601
H -3.5329 -0.5424 -0.9597
C -2.2332 0.7632 0.9333
C -1.9620 -0.0512 2.0258
C -2.7681 0.0068 3.1475
C -3.8368 0.8853 3.1550
C -4.1235 1.7037 2.0768
C -3.3116 1.6398 0.9602
H -3.5044 2.2762 0.1105
H -4.9627 2.3790 2.1221
F -4.6217 0.9499 4.2474
H -2.5722 -0.6088 4.0107
H -1.1064 -0.7079 2.0046
C -0.6512 3.0233 0.3730
C -1.0082 4.0705 -0.4732
C -1.4204 5.2820 0.0352
C -1.4853 5.4836 1.4153
C -1.1197 4.4456 2.2647
C -0.7129 3.2298 1.7436
H -0.4195 2.4401 2.4154
H -1.1492 4.5663 3.3357
O -1.9134 6.7104 1.8162
C -1.9817 6.9821 3.1955
H -2.3356 8.0087 3.2760
H -2.6870 6.3157 3.7023
H -0.9988 6.9001 3.6701
H -1.6992 6.0952 -0.6161
H -0.9651 3.9334 -1.5445
H -0.0276 1.8531 -1.2913
H 1.4620 0.3867 -1.4028
C 3.8978 0.4601 0.7369
H 4.7545 -0.1314 1.0439
H 4.2451 1.3241 0.1746
H 3.3810 0.8073 1.6267
C 2.4957 -1.6264 0.6516
H 1.8605 -2.2423 0.0189
H 1.9423 -1.3261 1.5375
H 3.3542 -2.2118 0.9652
H 5.2112 -1.7883 -2.3855
H 4.6361 -2.5531 -0.9144
*
```

Its SMILES is CCC(C)(C)NC(=O)[C@H](c1ccc(OC)cc1)N(C(=O)CCC(=O)Nc1cc(C)on1)c1ccc(F)cc1. The energy relative to the best compared isomer or geometry (same formula, charge and spin) is 0.0 kJ/mol. As for the gap between HOMO and LUMO: 9.16 eV. The HOMO energy is -0.3165 hartree.